Molecular formula: C12H33IN3O3
Method: DFT, ωB97M-V with the def2-TZVPD basis set

Atoms and positions in Å:
I -8.539 -9.679 -23.465
C -13.727 -7.370 -25.778
C -13.163 -8.504 -24.948
C -13.903 -9.806 -25.137
O -15.143 -9.748 -24.443
C -16.007 -10.790 -24.845
N -11.753 -8.696 -25.331
H -13.529 -7.520 -26.842
H -13.244 -6.434 -25.489
H -14.808 -7.282 -25.653
H -13.225 -8.241 -23.882
H -13.300 -10.612 -24.693
H -14.047 -10.030 -26.201
H -16.306 -10.657 -25.889
H -16.901 -10.707 -24.222
H -15.558 -11.773 -24.668
H -11.169 -9.117 -24.597
H -11.319 -7.774 -25.355
C -11.623 -8.030 -20.785
C -11.829 -9.412 -20.205
C -12.730 -10.303 -21.031
O -12.966 -11.492 -20.289
C -13.995 -12.273 -20.834
N -10.487 -10.033 -20.014
H -12.555 -7.488 -20.961
H -11.079 -8.111 -21.735
H -10.964 -7.443 -20.147
H -12.199 -9.321 -19.175
H -12.214 -10.555 -21.969
H -13.675 -9.787 -21.259
H -13.797 -12.519 -21.883
H -14.967 -11.774 -20.744
H -14.037 -13.214 -20.282
H -10.636 -11.026 -19.857
H -9.972 -9.965 -20.896
C -8.405 -12.999 -20.354
C -7.104 -12.238 -20.021
C -6.114 -12.534 -21.118
O -4.899 -11.846 -20.876
C -3.977 -12.040 -21.914
N -7.348 -10.797 -19.951
H -8.200 -14.066 -20.510
H -8.883 -12.578 -21.244
H -9.149 -12.912 -19.558
H -6.784 -12.604 -19.041
H -6.537 -12.143 -22.056
H -5.935 -13.615 -21.190
H -3.235 -11.246 -21.860
H -4.475 -11.944 -22.891
H -3.519 -13.037 -21.864
H -7.691 -10.510 -20.868
H -8.103 -10.623 -19.295

Cartesian forces (eV/Å) of the 3 atoms listed first:
-0.153 -0.053 0.042
-0.234 0.090 -0.060
0.835 0.081 0.200

Output
LUMO energy = 2.70 eV
energy relative to the best compared isomer or geometry (same formula, charge and spin) = 0.091 eV
HOMO energy = -4.3 eV
E_tot = -31694.3759 eV
maximum force = 1.479 eV/A
gap between HOMO and LUMO = 6.972 eV
net charge = -1